DFT (wB97M-V/def2-TZVPD) results for a structure of composition C10H20ClIO3PSc at a distorted geometry.

The calculation puts the total energy at -67433.0003 eV. Its energy above the lowest of the compared OMol25 structures with the same formula, charge and spin is 24.3 kcal per mole. The total charge is +2. The LUMO energy is -8.992 eV.

CARTESIAN COORDINATES (ANGSTROEM)
C (1.7888, -2.1426, -0.8122)
C (2.8349, -1.6489, 0.1580)
H (2.1454, -3.0972, -1.2229)
H (1.6020, -1.4499, -1.6398)
H (0.8500, -2.3165, -0.2677)
O (3.0172, -2.1385, 1.2938)
I (2.9471, 0.7633, 0.5630)
Sc (-1.9456, -0.1836, 0.1515)
P (-1.0434, 0.9380, -2.0226)
C (0.6949, 1.1754, -2.5341)
C (-1.6815, -0.1150, -3.3902)
H (-2.7251, 2.6816, -1.9592)
H (-1.9115, 2.6497, -3.5479)
H (-1.0826, 3.3658, -2.1368)
C (-1.7587, 2.5650, -2.4633)
H (-2.6964, -0.4615, -3.1476)
H (-1.7143, 0.4497, -4.3318)
H (0.7672, 1.8059, -3.4331)
H (1.1727, 0.2108, -2.7407)
H (-1.0307, -0.9900, -3.5182)
H (1.2480, 1.6565, -1.7156)
C (3.9849, -0.8321, -0.4706)
O (4.9339, -1.0739, -1.1444)
Cl (-4.0110, 0.7522, 0.2101)
C (-0.9374, 0.5135, 3.7787)
C (-0.0620, -0.7368, 3.9305)
C (0.0310, -1.3719, 2.5514)
O (-0.6223, -0.4431, 1.6162)
C (-0.9974, 0.8199, 2.2623)
H (-1.9537, 0.3091, 4.1343)
H (-0.5465, 1.3670, 4.3392)
H (-0.4782, -1.4509, 4.6443)
H (0.9377, -0.4647, 4.2838)
H (1.0497, -1.5006, 2.1897)
H (-0.5195, -2.3136, 2.4706)
H (-2.0258, 1.1272, 1.9398)
H (-0.2616, 1.5807, 1.9816)


DFT (wB97M-V/def2-TZVPD) results for the ion C5H10N3 with charge +1 at a distorted geometry.

Its SMILES is C1=NC[NH2+]C[C@@]12CN2. The calculation puts the total energy at -9807.8898 eV. Its energy above the lowest of the compared OMol25 structures with the same formula, charge and spin is 89.0 kcal per mole. The total charge is +1. The LUMO energy is -3.711 eV.

CARTESIAN COORDINATES (ANGSTROEM)
C (0.0307, -1.4444, 0.1635)
C (-2.1191, -0.3554, -0.5768)
C (0.0326, 1.0465, -0.1490)
C (2.0084, -0.3781, -0.1269)
C (-0.7972, -0.1905, 0.0897)
N (1.2860, -1.5871, -0.0104)
N (-2.0758, -0.2759, 0.8681)
N (1.3809, 0.8369, 0.4250)
H (-0.5522, -2.2597, 0.4648)
H (-2.4413, 0.6222, -1.0665)
H (-2.5198, -1.1042, -1.1763)
H (0.1743, 1.1319, -1.1688)
H (-0.3472, 2.0584, 0.1541)
H (2.8425, -0.5632, 0.5278)
H (2.1578, -0.1533, -1.1678)
H (-2.6243, 0.5381, 1.1496)
H (2.1711, 1.5242, 0.1471)
H (1.3926, 0.5536, 1.4530)


DFT (wB97M-V/def2-TZVPD) results for the molecule C4H7N3O at a distorted geometry.

Its SMILES is CNn1[nH]ccc1=O. The calculation puts the total energy at -10774.9602 eV. Its energy above the lowest of the compared OMol25 structures with the same formula, charge and spin is 110.4 kcal per mole. The LUMO energy is 0.774 eV.

CARTESIAN COORDINATES (ANGSTROEM)
C (-1.0139, 0.8960, 2.1477)
C (0.4533, -0.1662, -2.1263)
C (1.5215, -0.3483, -1.3126)
C (0.7097, -0.3957, 0.0217)
H (-0.8374, 2.0156, 1.7114)
H (0.0088, 0.5731, 2.4224)
H (-1.5592, 0.6964, 3.0340)
H (-1.0621, -0.9016, 1.3852)
H (-1.1162, 1.1768, -1.8723)
H (0.1452, -0.2523, -3.2379)
H (2.5855, -0.6833, -1.3032)
N (-1.2904, 0.0175, 1.0457)
N (-0.3596, 0.4408, -0.1222)
N (-0.7001, 0.2615, -1.4275)
O (1.0329, -0.9473, 1.1257)


DFT (wB97M-V/def2-TZVPD) results for a cluster of 2 separate species, C6H16NO in total at a distorted geometry.

The calculation puts the total energy at -10012.2265 eV. Its energy above the lowest of the compared OMol25 structures with the same formula, charge and spin is 25.0 kcal per mole. The total charge is +1. The LUMO energy is -3.273 eV.

CARTESIAN COORDINATES (ANGSTROEM)
C (-0.3428, -0.5777, -1.2234)
C (0.1373, -0.0105, 0.1346)
C (0.9096, 1.2863, -0.0121)
C (2.0627, 1.4735, 0.6279)
C (3.0108, 0.4285, 1.1500)
C (0.1034, 2.4723, -0.5136)
N (-1.7353, -1.1336, -1.0441)
H (0.2102, -1.4280, -1.4801)
H (-0.3067, 0.1901, -1.9581)
H (-0.7284, 0.2917, 0.7341)
H (0.6466, -0.7762, 0.6530)
H (2.4747, 2.4768, 0.7139)
H (3.9007, 0.4234, 0.5170)
H (3.3601, 0.6471, 2.1605)
H (2.5496, -0.5583, 1.1695)
H (0.0743, 3.2247, 0.2761)
H (-0.9119, 2.1695, -0.7380)
H (0.5752, 2.9925, -1.3294)
H (-2.4333, -0.3811, -0.9599)
H (-2.1213, -1.6921, -1.7928)
H (-1.8410, -1.5823, -0.1140)
H (-2.6657, -3.7388, 1.1298)
H (-3.5032, -2.4625, 1.3771)
O (-2.8330, -2.8576, 0.8005)